Record 1
# C54H61AsIrN2O7PS3Si

A molecular structure, C54H61AsIrN2O7PS3Si in a non-equilibrium geometry (wB97M-V/def2-TZVPD, the OMol25 dataset).

Properties
- charge = +1
- ΔE to the lowest compared entry with this formula, charge and spin (kJ/mol) = 34.95
- expectation value of S² = 0.77
- E_HOMO (spin up / spin down) (eV) = -9.70 / -9.98
- 2S+1 = 2
- frontier orbital gap (spin up / spin down) (eV) = 6.017 / 6.189
- energy (a.u.) = -6896.02173

Each line ends with the Löwdin charge.
Element x y z (Å)
Ir 1.233 0.674 0.455  0.78
As 2.005 -1.660 -0.309  1.17
S 3.303 0.934 -0.931  0.76
S 2.335 1.181 3.098  0.49
S -0.408 -1.119 0.904  0.46
P 1.875 3.084 0.519  1.04
Si -2.310 -2.030 0.313  -0.03
O 2.464 0.596 4.392  -0.25
O -3.318 -0.991 -0.421  -0.12
O 0.941 1.531 2.708  -0.45
O -1.828 -3.186 -0.722  -0.16
O -3.175 3.950 -3.265  0.09
O 2.945 0.424 1.966  -0.45
O -2.973 -2.667 1.638  -0.13
N -0.560 1.567 -0.187  -0.16
N -0.957 3.881 -3.734  0.20
C -5.595 -1.643 0.309  -0.02
C 0.170 5.205 -0.349  -0.08
C 4.727 -2.639 0.250  -0.05
C 6.614 -1.182 -0.031  -0.06
C -0.093 4.451 1.924  -0.09
C 5.764 -0.132 -0.384  -0.08
C 3.945 5.364 3.222  -0.04
C 1.050 -1.435 -4.912  -0.07
C -4.781 0.687 0.515  -0.02
C -2.871 -2.770 3.083  -0.63
C 4.219 4.499 4.272  -0.04
C 3.780 3.186 4.218  -0.03
C 4.130 4.526 -3.239  -0.06
C 1.653 -1.641 -2.210  -0.39
C -5.150 -0.287 -1.743  -0.01
C 6.103 -2.427 0.291  -0.06
C 4.398 -0.353 -0.435  -0.66
C 2.848 3.590 2.003  -0.29
C 3.102 2.751 3.091  -0.26
C 1.474 -3.867 1.471  -0.12
C 3.907 -1.601 -0.152  -0.40
C 1.794 -4.438 -0.859  -0.09
C -2.043 3.667 -2.939  -0.49
C 2.679 -1.538 -3.141  -0.11
C 2.246 3.485 -2.181  -0.19
C -2.958 -1.381 3.691  -0.02
C 0.026 -1.559 -3.981  -0.07
C 2.892 3.905 -3.333  -0.06
C -4.061 -3.618 3.500  -0.02
C -4.712 -0.571 -0.316  -0.61
C 1.451 -5.216 1.798  -0.06
C 2.814 3.689 -0.921  -0.45
C 2.374 -1.435 -4.492  -0.07
C -2.412 2.763 0.685  -0.04
C -1.024 5.452 2.148  -0.06
C -1.774 3.049 -1.595  -0.11
C -2.076 -4.364 -2.768  -0.02
C -1.368 6.328 1.124  -0.06
C 1.621 -6.173 0.804  -0.07
C -1.578 -3.463 3.472  -0.03
C 0.526 4.326 0.673  -0.32
C -2.509 -4.324 -1.315  -0.61
C -0.776 6.198 -0.123  -0.06
C 4.722 4.691 -1.995  -0.05
C -4.018 -4.172 -1.211  -0.03
C 0.324 -1.657 -2.628  -0.11
C -1.378 1.860 0.834  -0.17
C 1.654 -3.490 0.145  -0.38
C 1.786 -5.785 -0.519  -0.08
C 4.074 4.269 -0.840  -0.08
C 3.258 4.918 2.100  -0.09
C -2.056 -5.557 -0.567  -0.01
C -2.615 3.366 -0.541  0.02
C -0.763 2.141 -1.379  -0.08
H 3.175 -1.350 -5.215  0.11
H -6.624 -1.278 0.353  0.10
H 2.442 3.731 -4.304  0.11
H -2.529 -5.215 -3.282  0.10
H 4.572 4.373 0.113  0.10
H -0.115 1.810 -2.180  0.12
H -3.427 4.066 -0.706  0.14
H -5.141 -1.206 -2.335  0.08
H -6.161 0.127 -1.756  0.10
H 1.902 -6.533 -1.294  0.11
H -1.580 -3.673 4.545  0.10
H -4.316 0.526 1.494  0.09
H 3.929 2.500 5.041  0.12
H 1.936 -4.134 -1.887  0.11
H 4.258 6.399 3.277  0.12
H -3.999 -4.606 3.037  0.09
H -2.149 -0.751 3.309  0.06
H 4.311 -3.602 0.516  0.11
H -4.352 -3.296 -1.775  0.08
H 1.371 -3.115 2.241  0.09
H -4.081 -3.738 4.585  0.10
H -1.009 -1.577 -4.305  0.11
H -1.180 1.372 1.778  0.08
H -4.263 1.489 0.003  0.05
H 6.766 -3.234 0.574  0.11
H 0.665 5.159 -1.310  0.10
H -2.865 -1.439 4.779  0.10
H 1.313 -5.519 2.828  0.11
H -0.720 -2.832 3.240  0.05
H 3.713 -1.545 -2.821  0.10
H -1.471 5.560 3.129  0.12
H -1.479 -4.405 2.923  0.09
H 0.171 3.768 2.724  0.11
H -5.266 -1.882 1.320  0.07
H -3.919 -0.918 3.448  0.08
H -0.987 -4.449 -2.834  0.09
H 6.157 0.853 -0.606  0.11
H -1.031 6.886 -0.920  0.12
H -3.052 2.979 1.529  0.13
H -2.491 -6.457 -1.011  0.10
H -2.085 7.122 1.304  0.11
H -2.383 -3.444 -3.275  0.08
H -2.368 -5.496 0.482  0.09
H -4.470 0.432 -2.206  0.09
H 0.817 -1.342 -5.966  0.11
H 5.702 5.146 -1.917  0.11
H -4.995 -3.148 3.183  0.08
H -4.513 -5.055 -1.620  0.10
H 1.313 2.947 -2.258  0.05
H -4.321 -4.060 -0.165  0.08
H -5.583 -2.557 -0.282  0.06
H 7.682 -1.011 0.010  0.11
H 4.640 4.863 -4.133  0.11
H -5.822 0.982 0.665  0.10
H -0.015 3.771 -3.404  0.06
H 4.748 4.857 5.147  0.12
H 1.626 -7.225 1.062  0.11
H -0.977 -5.632 -0.601  0.07
H -1.108 4.331 -4.622  0.12
H -0.473 -1.755 -1.904  0.06
H 3.028 5.615 1.302  0.12

Cartesian forces (eV/Å) of the 6 atoms listed first:
0.96 0.17 -1.48
-0.44 0.30 -0.93
-0.38 0.06 -0.06
-0.89 -0.20 0.35
-0.07 -0.19 1.48
0.16 0.09 0.60

Record 2
# C54H62BN11O3P2SSi2Sr

A molecular structure, C54H62BN11O3P2SSi2Sr in a non-equilibrium geometry (wB97M-V/def2-TZVPD, the OMol25 dataset).

Properties
- charge = -1
- expectation value of S² = 0.76
- E_HOMO (spin up / spin down) (eV) = -3.88 / -4.59
- 2S+1 = 2
- frontier orbital gap (spin up / spin down) (eV) = 6.006 / 6.716
- energy (a.u.) = -4638.71972

Each line ends with the Löwdin charge.
Element x y z (Å)
Sr -1.179 1.144 -0.795  1.37
S -2.542 3.317 -1.476  0.54
P 1.582 0.135 1.349  0.97
P -1.366 0.272 2.350  0.61
Si 3.847 -2.798 -1.354  0.38
Si -3.399 -2.051 2.072  0.32
O -3.780 2.686 -1.095  -0.30
O -0.152 4.911 0.759  0.08
O -1.958 2.720 -2.666  -0.37
N 0.239 -2.466 -1.627  0.13
N -2.152 -0.955 1.744  -0.24
N 0.688 0.620 -2.515  0.03
N -1.441 3.343 -0.325  -0.24
N -1.238 -1.343 -3.313  -0.01
N 1.082 -0.523 -3.154  0.02
N -2.080 -0.875 -2.361  0.03
N 0.602 -2.902 -4.019  0.01
N 2.435 -1.940 -0.918  -0.08
N 1.877 -3.165 -4.368  0.11
N 1.274 -2.572 -0.743  -0.15
C -1.150 0.250 4.185  -0.27
C 4.140 2.434 -0.939  -0.10
C -5.017 -1.329 2.800  -0.20
C -1.849 3.002 2.823  -0.09
C -1.048 4.601 -0.001  -0.51
C 3.918 3.711 -0.443  -0.10
C 2.995 -0.974 5.052  -0.10
C -2.779 5.079 -1.607  -0.19
C 2.036 -0.233 -4.055  -0.07
C -0.392 -3.847 -0.010  -0.01
C 2.965 3.907 0.548  -0.09
C 0.575 -4.870 -5.018  -0.03
C 1.753 -3.719 1.428  -0.02
C 4.263 -0.412 5.111  -0.11
C 0.900 -3.380 0.262  -0.26
C -4.370 2.998 1.669  -0.10
C -1.878 7.001 -0.483  0.00
C 3.136 -4.979 -5.467  -0.04
C -1.887 5.637 -0.709  -0.13
C -3.830 4.178 2.147  -0.09
C -2.090 -0.393 4.986  -0.08
C -3.729 7.208 -2.025  -0.07
C -0.131 0.978 4.792  -0.12
C -1.015 0.443 6.963  -0.10
C -3.717 5.841 -2.271  -0.03
C -0.202 -3.926 -4.393  -0.09
C -2.567 4.178 2.729  -0.09
C 4.663 -2.198 -2.962  -0.18
C -2.024 -0.300 6.368  -0.08
C 4.710 0.363 4.051  -0.09
C -2.867 -3.455 3.258  -0.18
C -2.380 1.808 2.333  -0.29
C -3.139 -0.875 -4.337  -0.02
C 1.222 3.032 -2.598  -0.02
C 0.008 0.812 1.448  -0.57
C -4.437 -0.152 -2.198  -0.02
C -0.761 -3.268 -1.190  -0.08
C 2.184 -0.745 3.954  -0.13
C -0.061 1.069 6.174  -0.08
C 2.296 1.117 -3.991  -0.02
C 3.422 1.357 -0.440  -0.11
C 2.250 2.830 1.046  -0.11
C -3.640 1.818 1.751  -0.11
C -1.850 -1.320 -4.513  -0.07
C 3.473 -4.641 -1.657  -0.17
C 3.901 0.587 2.948  -0.08
C -3.931 -2.875 0.439  -0.18
C 1.421 1.612 -3.014  -0.36
C 2.472 1.541 0.559  -0.39
C 2.606 0.059 2.890  -0.34
C 5.199 -2.739 -0.012  -0.19
C -3.239 -0.610 -2.960  -0.35
C -2.810 7.782 -1.152  -0.07
C 1.880 -4.341 -4.969  -0.37
B 0.221 -1.785 -3.023  -0.64
H 4.617 -1.117 -3.102  0.01
H -2.544 -4.333 2.694  0.01
H -1.261 -3.914 -4.200  0.11
H -0.975 0.533 8.042  0.10
H 4.482 4.551 -0.832  0.10
H 5.706 0.789 4.078  0.10
H 2.916 -5.643 -6.303  0.07
H -5.347 -0.535 -2.658  0.08
H 0.616 1.459 4.174  0.10
H -2.031 -3.149 3.889  0.01
H -3.898 -0.758 -5.091  0.10
H 1.198 -1.191 3.919  0.09
H 2.766 4.900 0.931  0.10
H 2.001 3.664 -3.017  0.08
H -5.346 3.000 1.201  0.10
H 1.239 3.121 -1.510  0.06
H -2.834 8.851 -0.983  0.10
H -4.380 -0.497 -1.165  0.06
H 5.715 -2.498 -2.982  0.02
H 1.175 -3.563 2.339  0.08
H 4.809 -2.921 0.992  0.01
H -1.334 -1.636 -5.404  0.13
H -3.683 -3.770 3.913  0.02
H 0.253 3.381 -2.955  0.06
H 4.327 -5.143 -2.119  0.02
H -1.166 7.420 0.215  0.12
H -5.597 -0.822 2.024  0.01
H -4.382 5.106 2.051  0.10
H -2.763 -0.802 6.981  0.10
H 4.879 2.281 -1.717  0.10
H 5.687 -1.761 0.013  0.01
H 1.503 2.991 1.811  0.09
H 2.623 -4.739 -2.336  0.01
H -0.860 3.008 3.262  0.10
H -4.424 5.386 -2.952  0.12
H 0.739 1.633 6.638  0.10
H 2.643 -1.602 5.862  0.10
H 3.855 -4.226 -5.783  0.07
H -4.460 7.835 -2.519  0.10
H -4.837 -0.595 3.590  0.01
H 3.584 0.358 -0.816  0.08
H -1.670 -3.386 -1.750  0.11
H 2.472 -1.001 -4.666  0.10
H 5.971 -3.488 -0.204  0.02
H -2.138 5.104 3.093  0.11
H 4.273 1.184 2.127  0.09
H 3.227 -5.173 -0.735  0.01
H 3.017 1.669 -4.570  0.10
H 3.592 -5.574 -4.673  0.07
H -4.495 0.934 -2.180  0.05
H 4.901 -0.571 5.971  0.09
H -2.876 -0.967 4.516  0.06
H 2.062 -4.767 1.398  0.08
H 2.634 -3.084 1.442  0.05
H 0.267 -5.809 -5.447  0.09
H -3.455 -2.380 -0.408  -0.01
H -5.649 -2.117 3.216  0.02
H 4.154 -2.657 -3.810  -0.02
H -0.956 -4.518 0.611  0.10
H -3.648 -3.929 0.404  0.02
H -4.035 0.886 1.363  0.08
H -5.015 -2.826 0.306  0.02

Cartesian forces (eV/Å) of the 6 atoms listed first:
1.16 -4.43 -0.09
-1.32 2.67 -1.01
-0.01 0.69 -0.18
-0.06 0.21 0.27
-0.03 -0.44 -0.14
-0.11 -0.40 -0.19

Record 3
# C54H63ClCrFN7O3SeSi

A molecular structure, C54H63ClCrFN7O3SeSi (wB97M-V/def2-TZVPD, the OMol25 dataset).

Properties
- charge = +1
- ΔE to the lowest compared entry with this formula, charge and spin (kJ/mol) = 0.00
- expectation value of S² = 0.83
- E_HOMO (spin up / spin down) (eV) = -8.28 / -8.07
- 2S+1 = 2
- frontier orbital gap (spin up / spin down) (eV) = 4.875 / 4.665
- energy (a.u.) = -6999.84461

Each line ends with the Löwdin charge.
Element x y z (Å)
Se 0.066 3.120 1.439  0.55
Cr 0.921 1.414 0.081  0.37
Cl 8.009 -0.138 0.266  0.63
Si -0.812 4.685 0.006  0.21
F 3.919 -4.394 -2.025  0.07
O 1.576 -0.156 -1.201  -0.05
O -1.236 2.073 -3.461  0.05
O -0.282 1.930 -1.454  -0.16
N -3.805 2.763 2.976  -0.05
N 1.919 0.657 1.707  0.02
N -2.754 0.935 3.346  -0.04
N 0.263 -1.405 -4.849  0.01
N 3.171 -5.277 -4.597  -0.12
N 2.895 -7.305 -5.948  0.04
N -0.271 -0.294 0.631  0.06
C 5.621 0.068 -1.002  -0.11
C -5.357 4.636 4.976  -0.26
C -6.109 -0.642 3.010  -0.10
C -6.599 5.337 4.436  -0.11
C -0.200 -0.261 -4.292  0.06
C -4.085 0.573 3.201  -0.16
C -1.830 -2.041 0.195  -0.02
C 3.345 -0.747 3.664  0.01
C -1.366 -0.730 0.038  -0.07
C 3.975 -5.110 -5.797  -0.11
C -1.491 -1.496 -6.677  -0.07
C -2.562 2.278 3.235  -0.02
C -0.061 1.689 5.644  -0.10
C -4.740 -0.649 3.233  -0.02
C -4.102 4.918 4.152  -0.18
C 2.625 -4.111 -3.991  -0.15
C -6.138 1.769 2.720  -0.01
C 0.419 -1.143 1.420  -0.17
C 3.666 -6.384 -3.797  -0.12
C 4.392 0.660 -1.241  -0.04
C 0.763 -3.238 2.621  -0.01
C 0.010 -2.454 1.680  -0.15
C 2.479 -2.549 -2.150  0.10
C 2.623 2.407 -0.738  -0.16
C 4.880 2.351 0.356  -0.07
C -1.580 -0.297 5.169  -0.18
C 3.750 -6.339 -6.711  -0.07
C 6.472 0.618 -0.056  -0.68
C 2.276 -1.369 2.995  -0.13
C -6.795 0.549 2.758  -0.09
C -0.517 1.524 -2.634  -0.59
C 3.605 0.572 3.398  -0.01
C -1.037 -2.907 -6.439  -0.09
C 6.115 1.774 0.612  -0.11
C 2.859 1.247 2.422  -0.10
C 1.572 -1.772 -2.874  -0.03
C 3.532 -7.677 -4.644  -0.06
C 1.706 -3.357 -4.695  0.06
C 2.995 -3.683 -2.708  -0.19
C -0.100 -1.756 -6.202  -0.26
C -4.769 1.764 2.950  -0.16
C -1.142 -2.904 1.015  0.00
C 1.176 -2.179 -4.153  -0.11
C 1.590 -0.613 2.046  -0.14
C 1.836 -2.714 3.254  -0.01
C 0.141 0.216 -3.065  0.00
C -1.686 0.016 3.680  -0.16
C 0.301 5.110 -1.435  -0.20
C -4.068 4.186 2.815  -0.15
C 1.096 -0.509 -2.288  -0.27
C -0.955 6.210 1.098  -0.24
C 3.963 1.798 -0.545  -0.29
C -2.492 4.099 -0.594  -0.20
C -1.331 0.937 6.033  -0.25
H -1.624 6.960 0.667  0.03
H -1.610 -1.145 -7.691  0.11
H -0.167 2.167 4.668  0.04
H -2.381 3.668 -1.591  0.02
H -4.210 -1.571 3.435  0.10
H 3.688 -4.196 -6.310  0.13
H 3.926 -1.298 4.392  0.12
H 4.388 1.105 3.918  0.12
H -0.887 0.329 -4.884  0.14
H -6.658 -1.574 3.034  0.10
H -3.284 4.595 2.179  0.09
H 0.032 6.667 1.207  0.03
H -1.486 -3.920 1.167  0.12
H 4.678 -6.849 -6.957  0.14
H -4.019 5.992 3.959  0.12
H 2.348 2.423 -1.796  0.07
H 2.660 -8.124 -6.506  0.19
H -5.186 4.957 6.006  0.11
H -0.850 -3.546 -7.292  0.10
H -7.475 5.123 5.049  0.07
H -2.188 1.611 5.965  0.10
H 0.429 -4.244 2.842  0.12
H 5.040 -5.035 -5.547  0.14
H 0.705 -1.613 -6.915  0.16
H -3.209 4.623 4.707  0.11
H 2.379 -3.298 3.987  0.12
H -6.678 2.686 2.523  0.10
H -5.530 3.556 5.017  0.10
H 5.928 -0.813 -1.550  0.10
H -6.457 6.419 4.423  0.07
H 3.082 -6.472 -2.886  0.14
H -1.905 -0.003 -0.560  0.13
H 6.801 2.225 1.317  0.11
H -7.863 0.518 2.586  0.10
H -2.200 -1.084 -5.973  0.11
H -6.832 5.027 3.415  0.06
H 3.746 0.228 -1.992  0.10
H -2.897 3.326 0.063  0.01
H 4.495 -8.129 -4.871  0.14
H -0.765 0.477 3.323  0.09
H 3.226 -6.094 -7.632  0.14
H -1.852 -0.906 3.114  0.11
H -0.746 -0.997 5.297  0.11
H 2.621 3.425 -0.358  0.04
H -1.435 -3.406 -5.566  0.11
H -2.732 -2.349 -0.316  0.11
H 4.715 -6.250 -3.515  0.13
H 2.795 -2.219 -1.168  0.15
H -5.012 4.290 2.277  0.12
H -3.211 4.921 -0.646  0.03
H 2.041 -6.794 -5.705  0.18
H 1.385 -3.692 -5.672  0.11
H -1.268 0.618 7.076  0.10
H -1.311 5.962 2.099  0.01
H -0.093 6.002 -1.931  0.04
H 3.023 2.293 2.212  0.10
H 2.897 -8.422 -4.168  0.14
H 4.624 3.276 0.862  0.12
H 0.164 2.473 6.367  0.07
H 0.799 1.012 5.611  0.07
H -2.486 -0.814 5.498  0.11
H 0.318 4.298 -2.161  0.02
H 1.323 5.326 -1.118  0.03

Cartesian forces (eV/Å) of the 6 atoms listed first:
0.44 -0.09 -0.08
-0.26 0.71 -0.38
0.00 0.00 0.00
-0.05 -0.15 0.15
0.01 -0.01 -0.01
-0.11 -0.16 0.22